The following is a DFT calculation (ωB97M-V with the def2-TZVPD basis set) of a molecular structure, C33H28IN6O4PS3TeW at a distorted geometry.

The HOMO-LUMO gap (spin up / spin down) comes out at 0.217 / 0.215 Eh. The value obtained for the molecular weight is 1138.144 g/mol. As for the energy: -110821.136 eV. The largest force on an atom is 0.045 Eh/bohr. The calculation puts the HOMO energy (spin up / spin down) at -6.300 / -6.192 eV.

```
78
C33H28IN6O4PS3TeW, DFT ωB97M-V with the def2-TZVPD basis set
W -0.64 0.46 -0.96
O -2.29 3.18 1.74
S -2.12 1.76 1.88
O -3.32 0.94 1.91
O -1.14 1.25 0.88
C -1.44 1.48 3.52
C -2.24 2.09 4.49
C -1.98 1.90 5.83
C -0.92 1.09 6.21
C -0.15 0.48 5.25
C -0.39 0.65 3.88
P 0.71 -0.18 2.65
C 2.29 0.71 2.97
C 3.41 0.32 2.23
C 4.62 0.97 2.37
C 4.74 2.03 3.26
C 3.64 2.44 3.99
C 2.42 1.80 3.83
C 0.94 -1.80 3.50
C -0.18 -2.43 4.06
C -0.11 -3.74 4.52
C 1.07 -4.46 4.42
C 2.19 -3.85 3.86
C 2.12 -2.53 3.41
H -3.06 2.72 4.16
H -2.60 2.39 6.58
H -0.70 0.93 7.26
H 0.68 -0.16 5.56
H 3.32 -0.48 1.51
H 5.46 0.66 1.76
H 5.69 2.55 3.37
H 3.72 3.26 4.68
H 1.57 2.16 4.39
H -1.12 -1.90 4.12
H -0.99 -4.20 4.96
H 1.13 -5.48 4.77
H 3.11 -4.40 3.77
H 3.01 -2.07 3.00
S 1.75 0.12 -0.64
C 1.70 1.86 -0.63
N 0.50 2.29 -0.94
C 0.52 3.49 -1.64
C -0.61 4.20 -2.04
C -0.42 5.35 -2.78
C 0.87 5.79 -3.11
C 1.99 5.10 -2.69
C 1.80 3.94 -1.95
S 2.97 2.83 -1.32
H -1.59 3.83 -1.78
H -1.28 5.91 -3.12
H 0.99 6.69 -3.69
H 2.98 5.44 -2.95
Te -0.79 0.52 -3.45
I 3.28 -4.59 -4.42
C 1.68 -3.90 -3.32
C 0.55 -4.59 -2.98
N -0.20 -3.73 -2.26
N 0.36 -2.53 -2.11
C 1.51 -2.61 -2.77
H 0.25 -5.61 -3.18
H -1.09 -3.91 -1.82
H 2.16 -1.76 -2.84
C -5.32 -0.54 0.07
N -4.06 -1.26 0.25
C -3.93 -2.30 1.11
C -2.73 -2.87 1.37
C -1.57 -2.35 0.70
N -1.69 -1.28 -0.08
C -2.91 -0.69 -0.24
O -2.91 0.34 -0.93
N -0.38 -2.96 0.78
H -6.13 -1.18 0.41
H -5.44 -0.30 -0.98
H -5.28 0.38 0.65
H -4.84 -2.62 1.60
H -2.65 -3.71 2.04
H -0.23 -3.51 1.62
H 0.41 -2.38 0.53
```

In the Mulliken picture, each atom carries the following charge in e: 0.088, -0.779, 1.919, -0.693, 0.496, -0.291, -1.149, -0.696, -0.790, 0.130, -0.638, 2.363, 0.762, -0.435, -1.052, -0.610, -0.745, -0.719, 0.217, -0.557, -0.689, -0.589, -0.655, -0.565, 0.477, 0.413, 0.424, 0.550, 0.466, 0.445, 0.389, 0.419, 0.308, 0.438, 0.415, 0.387, 0.439, 0.296, -0.525, 0.762, 0.001, -0.687, -0.377, -0.708, -0.463, -0.663, 1.015, -0.277, 0.410, 0.394, 0.372, 0.388, -0.527, 0.102, -0.734, -0.194, -0.059, 0.255, -0.314, 0.442, 0.125, 0.491, -0.967, 0.236, -0.095, -1.209, 0.291, 0.339, 0.222, -0.524, 0.017, 0.376, 0.281, 0.330, 0.376, 0.519, 0.232, 0.159